Entry 1:
{"formula": "C14H21BrIrN2O3S4", "method": "ωB97M-V/def2-TZVPD", "symbols": ["Ir", "C", "C", "S", "C", "C", "S", "C", "C", "S", "H", "H", "H", "H", "H", "H", "H", "H", "H", "H", "H", "H", "C", "C", "C", "C", "C", "Br", "N", "C", "H", "H", "H", "H", "H", "H", "C", "C", "O", "O", "H", "H", "H", "O", "S", "N"], "xyz": [[-0.0143, -0.5534, -0.7346], [0.4852, -3.2240, 1.0367], [-0.5854, -2.5792, 1.9043], [-0.6498, -0.7818, 1.5759], [-2.4264, -0.4426, 1.4523], [-3.0666, -1.2056, 0.3116], [-2.1981, -0.9067, -1.2790], [-2.1467, -2.5873, -1.9675], [-1.3198, -3.5246, -1.1117], [0.3252, -2.7978, -0.7200], [1.4793, -2.8661, 1.3081], [0.4861, -4.3108, 1.1265], [-1.5694, -3.0165, 1.7561], [-0.3273, -2.6937, 2.9565], [-2.9163, -0.6614, 2.4010], [-2.4777, 0.6354, 1.2899], [-3.1088, -2.2752, 0.5032], [-4.0878, -0.8578, 0.1508], [-3.1655, -2.9555, -2.0938], [-1.7170, -2.4404, -2.9579], [-1.8153, -3.7947, -0.1828], [-1.1188, -4.4468, -1.6573], [1.7980, 3.6573, 2.4196], [2.2564, 2.4525, 1.6491], [3.5951, 2.0660, 1.5969], [3.9634, 0.9292, 0.9061], [2.9758, 0.1986, 0.2662], [3.4350, -1.3450, -0.6781], [1.6898, 0.5578, 0.2778], [1.3494, 1.6646, 0.9676], [2.6268, 4.3348, 2.6129], [1.3814, 3.3612, 3.3836], [1.0282, 4.2071, 1.8788], [4.3495, 2.6554, 2.1030], [4.9922, 0.6054, 0.8532], [0.3012, 1.9272, 0.9615], [-0.5939, 3.7164, -1.9110], [-0.3401, 2.2564, -2.0731], [0.1551, 1.9015, -3.2121], [-0.5833, 1.4805, -1.1227], [-0.5690, 4.2212, -2.8709], [0.1878, 4.1257, -1.2668], [-1.5513, 3.8704, -1.4157], [-1.2888, -0.1013, -3.9561], [0.1361, 0.1986, -3.8431], [0.6405, -0.6550, -2.5952]], "forces_ev_per_angstrom": [[-0.434, 1.416, 0.710], [-0.124, 0.043, 0.014], [0.212, 0.002, -0.058], [-0.211, 0.329, -0.102], [-0.027, -0.086, -0.089], [-0.024, 0.068, -0.048], [-0.199, -0.470, -0.351], [-0.040, 0.002, -0.004], [0.080, 0.006, -0.105], [0.393, -0.352, 0.146], [0.035, -0.024, -0.028], [-0.046, 0.004, 0.028], [-0.015, 0.017, -0.029], [-0.011, 0.004, 0.004], [0.037, -0.039, 0.012], [-0.012, 0.005, 0.015], [0.004, 0.003, 0.015], [0.002, -0.008, -0.002], [-0.009, 0.033, 0.043], [0.014, -0.007, -0.025], [-0.041, 0.016, 0.007], [0.028, 0.011, 0.008], [0.000, 0.001, -0.009], [0.025, 0.028, 0.004], [-0.022, 0.005, 0.027], [-0.047, -0.022, -0.020], [-0.017, 0.083, -0.055], [0.176, -0.183, -0.085], [0.124, -0.624, -0.481], [0.024, -0.049, -0.013], [0.000, 0.005, -0.011], [0.009, -0.003, 0.003], [-0.005, -0.006, 0.007], [0.000, -0.002, 0.000], [-0.001, -0.007, 0.002], [-0.025, -0.001, -0.016], [-0.037, 0.005, 0.058], [0.103, -0.011, -0.248], [-0.104, 0.143, 0.189], [0.031, -0.125, 0.468], [0.003, 0.005, 0.001], [0.001, 0.009, -0.012], [0.009, -0.008, 0.002], [0.176, 0.021, 0.077], [-0.141, -0.038, -0.246], [0.106, -0.196, 0.196]], "nbo_charge": [0.656, -0.558, -0.548, 0.436, -0.541, -0.563, 0.606, -0.553, -0.558, 0.586, 0.266, 0.276, 0.235, 0.278, 0.275, 0.263, 0.232, 0.279, 0.276, 0.284, 0.229, 0.281, -0.641, -0.020, -0.102, -0.244, 0.144, 0.158, -0.535, 0.034, 0.247, 0.246, 0.231, 0.251, 0.266, 0.221, -0.717, 0.879, -0.658, -0.695, 0.270, 0.259, 0.260, -0.890, 1.669, -0.775], "e_lumo_ev": [-6.72, -7.90], "spin_multiplicity": 2, "s_squared": 0.76, "relative_energy_kcal_mol": 17.6, "homo_ev": [-15.229, -15.251], "orbital_gap_ev": [8.5, 7.4], "charge": 2}

=====

Entry 2:
{"formula": "C20H51N7O8P2S", "method": "ωB97M-V/def2-TZVPD", "symbols": ["C", "C", "C", "C", "C", "C", "C", "O", "N", "O", "C", "O", "S", "O", "O", "O", "H", "H", "H", "H", "H", "H", "H", "H", "H", "H", "H", "H", "H", "H", "H", "O", "P", "N", "C", "C", "N", "C", "C", "N", "C", "C", "H", "H", "H", "H", "H", "H", "H", "H", "H", "H", "H", "H", "H", "H", "H", "H", "H", "H", "O", "P", "N", "C", "C", "N", "C", "C", "N", "C", "C", "H", "H", "H", "H", "H", "H", "H", "H", "H", "H", "H", "H", "H", "H", "H", "H", "H", "H"], "xyz": [[-8.3194, 5.1856, -0.2888], [-8.9067, 4.6591, 1.0413], [-8.7196, 3.1375, 1.2447], [-7.4921, 2.7221, 2.1034], [-7.9390, 1.6704, 3.1292], [-6.2648, 2.2527, 1.2929], [-6.5266, 1.1400, 0.2793], [-5.7155, 1.2116, -0.8905], [-4.4836, 0.4303, -0.6935], [-4.4165, -0.4149, -1.4855], [-5.4128, 3.4278, 0.7988], [-4.6774, 3.8864, 1.9546], [-4.4036, 2.6960, 2.9732], [-3.0428, 2.3039, 2.8697], [-4.9208, 3.1019, 4.2347], [-5.3388, 1.6319, 2.2780], [-7.6340, 4.4645, -0.7386], [-9.1021, 5.3796, -1.0205], [-7.7532, 6.1045, -0.1294], [-9.9828, 4.8269, 0.9867], [-8.4912, 5.1892, 1.8983], [-9.6023, 2.7796, 1.7770], [-8.7402, 2.6707, 0.2585], [-7.1827, 3.6036, 2.6719], [-7.1594, 1.4174, 3.8419], [-8.3642, 0.7873, 2.6463], [-8.7484, 2.1203, 3.7091], [-7.5453, 1.1903, -0.0963], [-6.4116, 0.1709, 0.7689], [-4.6627, 3.1612, 0.0586], [-6.0222, 4.2743, 0.5010], [-0.6362, 2.1377, -0.7394], [0.0143, 0.8812, -0.3176], [0.8981, 1.2472, 1.0779], [1.9351, 0.3990, 1.6392], [0.1393, 1.9537, 2.1163], [1.0485, 0.5113, -1.6145], [2.3570, -0.0918, -1.4524], [1.0628, 1.4664, -2.7190], [-0.4071, -0.7364, -0.0115], [-0.9871, -1.4415, -1.1762], [-1.3731, -0.8720, 1.1048], [1.5585, -0.5311, 2.0887], [2.4524, 0.9567, 2.4221], [2.6859, 0.1340, 0.9073], [-0.6554, 1.3548, 2.5669], [-0.3273, 2.8438, 1.6973], [0.8110, 2.2880, 2.9077], [3.0998, 0.6182, -1.0673], [2.7275, -0.4586, -2.4129], [2.3181, -0.9666, -0.8035], [1.6451, 2.3667, -2.4884], [0.0556, 1.7724, -2.9839], [1.5046, 0.9833, -3.5936], [-1.9030, -0.9693, -1.5405], [-1.2202, -2.4650, -0.8796], [-0.2722, -1.4882, -1.9913], [-2.2581, -0.2391, 0.9838], [-0.9005, -0.6285, 2.0542], [-1.6996, -1.9093, 1.1717], [5.5123, -2.3353, -2.6189], [6.5068, -2.9978, -1.7534], [5.6995, -4.3054, -1.0407], [6.1826, -5.0385, 0.1174], [4.9821, -5.1673, -1.9826], [6.8851, -1.8124, -0.5955], [7.1556, -2.1003, 0.7996], [6.1672, -0.5479, -0.7261], [8.0886, -3.6067, -1.8517], [9.1028, -2.5922, -2.2204], [8.2180, -4.7169, -2.8234], [7.0664, -5.6603, -0.0828], [5.3875, -5.6992, 0.4670], [6.4174, -4.3822, 0.9440], [5.6341, -5.7309, -2.6588], [4.3125, -4.5659, -2.5962], [4.3654, -5.8785, -1.4326], [6.2466, -2.3481, 1.3620], [7.6026, -1.2227, 1.2735], [7.8798, -2.9077, 0.9047], [5.1364, -0.6234, -0.3591], [6.1374, -0.2172, -1.7595], [6.6865, 0.2264, -0.1566], [8.9049, -2.1371, -3.1963], [10.0792, -3.0761, -2.2552], [9.1494, -1.8059, -1.4745], [7.8224, -4.4651, -3.8125], [7.7099, -5.6079, -2.4589], [9.2694, -4.9773, -2.9336]], "forces_ev_per_angstrom": [[0.256, -0.001, 0.341], [-0.017, -0.503, -0.675], [0.038, 0.553, 0.205], [-0.449, -0.270, -0.284], [-0.279, 0.387, 0.079], [0.363, -0.147, 0.852], [-0.009, 0.315, -0.099], [0.002, -0.420, -0.235], [-0.220, -0.702, -0.162], [0.065, 0.843, 0.296], [0.328, 0.277, 0.183], [-0.420, -0.197, 0.063], [0.367, 0.887, 0.049], [-0.149, -0.424, 0.010], [-0.118, -0.298, 0.039], [0.256, -0.006, -0.260], [-0.056, 0.014, -0.058], [0.027, 0.038, 0.004], [-0.088, 0.056, -0.141], [0.038, 0.237, 0.346], [-0.158, 0.096, 0.001], [0.032, -0.124, -0.069], [0.015, -0.114, 0.069], [0.140, -0.043, -0.041], [0.054, -0.203, -0.158], [0.214, -0.106, 0.037], [-0.009, -0.062, -0.007], [0.017, 0.028, 0.021], [0.017, 0.072, 0.075], [-0.309, -0.120, -0.244], [0.053, -0.076, -0.239], [-1.971, -0.745, 0.476], [3.958, -0.083, -0.651], [-0.292, 0.064, 0.257], [-0.067, -0.294, 0.155], [-0.123, 0.496, -0.181], [0.113, 0.432, -0.026], [0.016, -0.486, -0.049], [-0.045, 0.118, -0.038], [-2.038, 0.579, -0.267], [0.253, -0.190, -0.129], [0.310, -0.065, 0.322], [-0.048, 0.026, -0.009], [-0.075, 0.043, 0.009], [-0.033, -0.029, -0.053], [0.075, -0.005, 0.118], [-0.054, -0.073, -0.078], [0.102, -0.093, -0.053], [0.019, -0.009, -0.013], [-0.069, 0.088, -0.053], [-0.057, 0.070, 0.102], [0.005, 0.004, -0.035], [-0.006, 0.045, 0.094], [0.059, -0.041, 0.058], [-0.037, -0.039, 0.026], [-0.034, 0.031, 0.075], [0.044, 0.110, 0.028], [-0.019, -0.025, -0.005], [0.033, 0.074, -0.032], [0.030, -0.013, -0.061], [1.023, -0.587, -1.784], [-0.674, 0.601, 3.924], [0.048, -0.267, -0.328], [0.268, -0.207, -0.019], [-0.451, 0.286, -0.178], [-0.399, 0.115, 0.016], [0.420, -0.056, 0.029], [-0.171, 0.083, -0.084], [-0.056, 0.417, -2.088], [0.151, 0.094, 0.243], [-0.093, -0.361, 0.313], [-0.010, 0.015, -0.050], [-0.029, 0.003, -0.078], [0.042, 0.044, -0.030], [-0.002, -0.098, 0.094], [0.079, 0.049, -0.022], [0.056, 0.016, 0.078], [0.008, 0.016, 0.020], [-0.032, 0.044, -0.065], [-0.056, -0.062, -0.058], [-0.001, 0.094, 0.013], [-0.076, -0.110, -0.029], [0.038, -0.115, 0.115], [0.034, -0.042, -0.028], [-0.038, -0.068, -0.039], [-0.125, 0.000, 0.015], [0.052, 0.018, -0.019], [-0.069, 0.048, 0.022], [0.017, 0.054, 0.032]], "lowdin_charge": [-0.103, -0.224, -0.158, -0.282, -0.039, -0.344, -0.115, -0.121, 0.036, 0.110, -0.068, -0.173, 0.586, -0.219, -0.219, -0.177, 0.056, 0.071, 0.073, 0.099, 0.106, 0.107, 0.103, 0.138, 0.077, 0.092, 0.089, 0.125, 0.140, 0.138, 0.119, -0.286, 0.570, -0.284, -0.123, -0.124, -0.312, -0.147, -0.126, -0.271, -0.115, -0.114, 0.082, 0.081, 0.035, 0.049, 0.075, 0.081, 0.076, 0.083, 0.077, 0.086, 0.068, 0.079, 0.062, 0.081, 0.072, 0.071, 0.063, 0.081, -0.285, 0.567, -0.289, -0.123, -0.126, -0.312, -0.140, -0.121, -0.280, -0.118, -0.122, 0.082, 0.082, 0.042, 0.064, 0.075, 0.079, 0.082, 0.080, 0.075, 0.071, 0.073, 0.082, 0.089, 0.079, 0.070, 0.091, 0.059, 0.080], "e_lumo_ev": -0.55, "spin_multiplicity": 1, "smiles": "CCC[C@@H](C)[C@@]1(CON=O)COS(=O)(=O)O1.CN(C)P(=O)(N(C)C)N(C)C.CN(C)P(=O)(N(C)C)N(C)C", "homo_ev": -8.276, "orbital_gap_ev": 7.7}

=====

Entry 3:
{"formula": "C10H14N2S", "method": "ωB97M-V/def2-TZVPD", "symbols": ["C", "C", "C", "C", "C", "C", "C", "C", "C", "C", "N", "N", "S", "H", "H", "H", "H", "H", "H", "H", "H", "H", "H", "H", "H", "H", "H"], "xyz": [[0.0868, 1.0329, 2.2031], [-0.0376, 0.1321, 0.1129], [-0.8318, 0.5883, -0.8659], [-0.1568, -1.3025, 0.5356], [-1.5652, -0.1323, -1.8751], [-1.5117, -1.8270, 0.0460], [-1.5602, -1.6997, -1.4590], [0.7221, 2.4715, 0.3806], [0.8430, 1.0396, 0.9736], [2.2667, 0.5022, 1.0875], [-0.4901, 0.9950, 3.1758], [0.6872, 3.4024, 1.3747], [-0.6739, 2.4058, -0.9499], [0.7087, -1.9186, 0.2384], [-0.0712, -1.4174, 1.7112], [-2.6834, 0.1191, -1.9631], [-1.2408, 0.0896, -2.8740], [-1.4818, -2.9195, 0.1301], [-2.4767, -1.2737, 0.4920], [-2.5311, -2.1624, -1.7538], [-0.7279, -2.2089, -1.8572], [1.5810, 2.5458, -0.2169], [2.6356, 0.7835, 0.1145], [2.1943, -0.5849, 1.1078], [2.5213, 1.0507, 2.0369], [0.5757, 4.3137, 0.9433], [0.1471, 3.2513, 2.2369]], "forces_ev_per_angstrom": [[1.313, -0.227, -0.570], [-0.297, -1.244, -0.335], [2.241, 3.097, 1.352], [-0.096, -0.258, 2.556], [-3.092, -2.612, 0.116], [-0.507, 0.024, 0.087], [-1.967, 2.314, -0.368], [-0.835, -2.880, -0.612], [-2.635, -0.435, -1.792], [-1.834, 1.029, 0.947], [-1.279, 0.042, 2.013], [-0.001, 2.414, 0.880], [-0.051, -0.491, 0.360], [-0.496, -0.031, -0.503], [-0.406, 0.543, -2.082], [1.458, 0.158, 0.613], [0.702, -0.142, -0.466], [-0.705, 0.143, 0.962], [2.364, -1.437, -0.497], [0.898, 0.263, -0.377], [0.900, -0.654, -0.798], [1.193, 0.708, -0.927], [1.255, 0.261, 0.171], [0.471, 0.156, 0.667], [1.398, -0.989, -1.214], [-0.030, 0.171, 0.866], [0.039, 0.076, -1.048]], "nbo_charge": [0.293, -0.025, -0.071, -0.456, -0.468, -0.397, -0.377, -0.058, -0.191, -0.592, -0.332, -0.839, 0.103, 0.213, 0.226, 0.224, 0.237, 0.216, 0.218, 0.210, 0.198, 0.193, 0.223, 0.226, 0.244, 0.380, 0.403], "e_lumo_ev": 0.73, "spin_multiplicity": 1, "smiles": "C[C@]1(C#N)C2=C(CCCC2)S[C@H]1N", "relative_energy_kcal_mol": 65.5, "homo_ev": -8.081, "orbital_gap_ev": 8.8}